Computed, not measured: C10H28BNO13P2S as an isolated structure, with the ωB97M-V functional and the def2-TZVPD basis.

Kohn-Sham gap: 9.700 eV
LUMO level: 0.5 eV
HOMO energy: -9.2473 eV
largest force on an atom: 0.038 Eh/bohr
spin multiplicity: 1

Element x y z (Å)
1 C -1.49541 -1.07578 -0.80670
2 N -1.50854 -0.59306 -2.20146
3 C -0.18737 -0.67227 -2.84089
4 B -2.56463 -1.13611 -2.97853
5 O -2.42574 -1.80586 -4.16328
6 C -4.05788 -0.90059 -2.43047
7 C -4.77180 -2.06743 -1.73721
8 O -6.16050 -1.95436 -2.09619
9 S -6.36433 -0.44154 -2.56820
10 O -7.51178 -0.22037 -3.34729
11 O -6.28243 0.39168 -1.42652
12 O -5.01765 -0.42330 -3.42464
13 H -2.14954 -0.42380 -0.23004
14 H -1.89617 -2.08235 -0.68079
15 H -0.51896 -1.04478 -0.34226
16 H 0.38410 -1.55897 -2.56734
17 H -0.29589 -0.57236 -3.91372
18 H 0.39304 0.18705 -2.51377
19 H -1.66602 -2.40856 -4.15853
20 H -3.94426 -0.04034 -1.77701
21 H -4.56655 -1.94545 -0.67907
22 H -4.47431 -3.05093 -2.07595
23 C -2.63800 -1.45710 4.92828
24 O -2.00748 -1.27944 3.65347
25 P -0.45170 -1.02527 3.53927
26 O 0.04827 -1.06309 2.16812
27 O 0.21387 -2.08514 4.52138
28 C 0.09511 -3.47103 4.17593
29 O -0.22180 0.33326 4.31010
30 C 0.86769 1.17205 3.88533
31 H -3.19086 -2.39453 4.90396
32 H -1.91610 -1.49007 5.74317
33 H -3.33538 -0.63930 5.09560
34 H -0.04081 -3.60353 3.10256
35 H -0.75085 -3.90777 4.70780
36 H 1.00788 -3.97348 4.48366
37 H 0.52331 1.84170 3.10031
38 H 1.70600 0.58503 3.51642
39 H 1.19139 1.75667 4.74234
40 C 6.28664 2.62936 0.07581
41 O 5.04679 1.91526 0.00569
42 P 3.94566 2.29535 -1.06327
43 O 2.83933 1.34862 -1.12063
44 O 4.74006 2.48358 -2.42908
45 C 5.34273 1.31867 -3.00754
46 O 3.56009 3.78464 -0.70071
47 C 2.22372 4.22625 -0.99666
48 H 7.09743 1.90593 0.00887
49 H 6.38982 3.35546 -0.72950
50 H 6.34755 3.14129 1.03383
51 H 4.83111 0.40857 -2.69429
52 H 6.39165 1.26722 -2.71368
53 H 5.27921 1.40906 -4.08838
54 H 1.57392 4.00468 -0.15277
55 H 1.83130 3.74569 -1.89028
56 H 2.25508 5.30084 -1.15523

These are the natural (NBO) partial charges, in e, on atoms 1 to 8: -0.424, -0.686, -0.427, 1.056, -0.880, -0.271, -0.097, -0.679